Computed, not measured: a single C14H20O molecule at a distorted geometry, with ωB97M-V/def2-TZVPD.

```
35
Properties=species:S:1:pos:R:3:forces:R:3
C -2.92089 -0.57550 0.99470 0.1718 0.0570 -0.0923
C -1.89300 0.36958 0.37028 -0.2131 0.1446 0.0315
C -2.59742 1.63357 -0.11458 0.1436 -0.1982 0.1225
C -0.74034 0.61262 1.36218 0.1169 -0.1766 -0.1165
C 0.20359 -0.43995 0.75062 -2.1848 0.5649 -2.6470
O 0.05609 -1.71636 1.30257 -0.0675 -0.2357 0.2078
C 1.61328 -0.11967 0.40671 0.2182 -0.0556 0.1930
C 2.19840 1.12583 0.61525 -0.1564 -0.1074 0.0530
C 3.53191 1.34000 0.31379 0.1853 0.0837 -0.0392
C 4.30407 0.32010 -0.21130 0.0938 0.0998 -0.0113
C 3.72789 -0.91628 -0.45066 0.0384 -0.0790 -0.0715
C 2.39937 -1.13349 -0.14283 -0.0409 -0.0201 -0.0015
C -0.98313 -0.33539 -0.68111 2.1371 -0.3558 2.3355
C -0.37585 0.53390 -1.75199 -0.1379 -0.0621 0.1675
C -1.42169 -1.67014 -1.22312 0.1166 0.1017 0.1308
H -3.70765 -0.83455 0.29068 -0.1187 -0.0363 -0.0935
H -3.38278 -0.09426 1.85599 -0.0631 0.0634 0.0607
H -2.44317 -1.49100 1.33155 -0.0294 -0.0965 0.0597
H -3.32947 1.39226 -0.88219 -0.1416 0.0079 -0.1017
H -1.89464 2.35173 -0.52848 0.0533 0.1013 -0.0446
H -3.11631 2.11111 0.71575 -0.0915 0.0562 0.0494
H -0.99563 0.42558 2.40772 0.0378 0.0405 0.1131
H -0.34867 1.62281 1.28019 0.0565 0.0861 -0.0012
H 0.14184 -1.64047 2.25982 0.0766 -0.0586 0.0397
H 1.63226 1.93637 1.04591 -0.1157 0.0722 0.0354
H 3.97447 2.30863 0.50091 0.0109 0.0535 0.0157
H 5.34932 0.48568 -0.42650 0.0749 0.0233 -0.0551
H 4.32068 -1.71290 -0.87834 0.0197 -0.0641 0.0009
H 1.95778 -2.10373 -0.31445 -0.0609 -0.0879 0.0154
H -0.01318 1.47880 -1.36000 0.0454 0.1993 -0.0172
H -1.11745 0.72596 -2.52733 -0.0353 0.1519 -0.1402
H 0.46938 0.02003 -2.20950 0.0343 -0.0179 -0.0346
H -2.43937 -1.59855 -1.60487 -0.1350 -0.0733 -0.1118
H -1.38869 -2.43976 -0.45748 -0.0858 -0.0920 0.0576
H -0.77101 -1.97258 -2.03990 0.0466 -0.0901 -0.1100
```
Positions in Å, forces in eV/Å.

Summary:
Energy relative to the best compared isomer or geometry (same formula, charge and spin)   0.000 eV
SMILES string   CC1(C)C[C@](O)(c2ccccc2)C1(C)C
DFT total energy   -620.67003 Eh
HOMO-LUMO gap   0.332 Eh
Highest occupied orbital energy   -8.28 eV
E_LUMO   0.764 eV

---

Computed, not measured: a single C8H14N4O molecule at a distorted geometry, with ωB97M-V/def2-TZVPD.

```
27
Properties=species:S:1:pos:R:3:forces:R:3
O -1.48361 -2.31576 0.03211 -0.8135 1.1482 -0.1874
N -2.23046 -1.06291 0.21906 1.3224 -0.7620 0.9441
C -3.23151 -0.81677 -0.56027 1.2792 -0.8316 0.2917
C -3.77184 0.48634 -0.49987 -0.8464 0.7416 0.3323
C -3.13755 1.55626 0.13914 0.8385 -3.7323 -1.1762
N -1.88214 1.52505 0.53796 -0.9966 2.0499 0.2152
C -1.18934 0.51165 0.93816 2.3117 -0.5860 -0.6719
N 0.10528 0.38911 0.52322 -0.0011 0.7444 -2.2607
C 1.12687 -0.20857 1.32443 1.2891 -3.1626 -2.0945
C 2.56291 0.15816 0.88057 1.4647 0.7753 1.8021
N 2.89734 0.02980 -0.53273 -2.1530 -1.3501 -0.9919
C 1.64029 -0.01140 -1.35213 0.7051 1.2772 -3.0197
C 0.52458 0.89505 -0.80072 0.3839 -2.6423 -0.3845
H -0.69862 -2.22628 0.61691 -0.9243 0.2463 -0.4109
H -3.46598 -1.69368 -1.14405 -0.8105 0.2655 -0.8174
H -4.66326 0.84607 -1.00717 -0.0713 -0.9590 -0.0601
H -3.73008 2.39332 0.01972 -0.2527 2.4833 0.3000
H -1.21424 0.00547 1.85196 -1.0409 -0.2587 1.7834
H 1.22418 -1.38618 1.25298 -0.9208 1.6045 0.1121
H 0.89946 0.03369 2.30818 0.2251 0.3359 2.0402
H 2.67399 1.29208 0.97000 0.2037 -1.4623 1.0143
H 3.31165 -0.52160 1.56787 -1.6692 2.1968 -1.6084
H 3.28802 -0.84045 -0.84945 0.8768 -0.4656 0.8652
H 1.14280 -1.05244 -1.63269 1.3236 1.7817 0.9115
H 2.07399 0.47993 -2.38757 -1.7057 -1.3331 2.1163
H 0.77278 1.88959 -0.79926 1.2334 2.5580 0.6374
H -0.18920 0.91376 -1.60743 -1.2514 -0.6631 0.3177
```
Positions in Å, forces in eV/Å.

Summary:
Energy relative to the best compared isomer or geometry (same formula, charge and spin)   4.015 eV
SMILES string   O/N=C/C=C\N=C\N1CCNCC1
DFT total energy   -607.28422 Eh
HOMO-LUMO gap   0.298 Eh
Highest occupied orbital energy   -7.47 eV
E_LUMO   0.629 eV

---

Computed, not measured: a molecular structure, C35H29Cl2N5O2RuSe at a distorted geometry, with ωB97M-V/def2-TZVPD.

```
75
Properties=species:S:1:pos:R:3:forces:R:3
Ru 0.48178 -1.84054 -0.16995 0.3849 0.6038 0.3741
C -3.02582 3.88936 -2.04475 0.0084 0.0203 -0.0079
C -2.38562 4.41386 -0.79745 0.1350 -0.0372 0.0043
C -2.63802 5.69926 -0.34265 0.0973 -0.0789 0.0847
C -2.04502 6.17786 0.81245 0.0185 0.0291 0.0687
C -1.18522 5.36976 1.53655 0.0890 0.0006 0.0114
C -0.92172 4.08006 1.10745 -0.0355 -0.0361 -0.1208
C -1.51762 3.60666 -0.05565 0.0358 0.2589 0.1111
N -1.35852 2.26506 -0.46965 -0.2035 0.0970 -0.0244
C -0.24822 1.49036 -0.52835 -0.6094 -1.0549 -0.6759
N 0.95528 2.11626 -0.51345 0.1689 0.5783 0.2375
C 2.20588 1.50716 -0.75855 0.0567 -0.6699 0.2006
C 2.60398 0.33056 -0.10045 1.1963 0.8698 -0.9399
C 3.80318 -0.29824 -0.44465 -0.5556 0.0330 0.3966
C 4.64598 0.28126 -1.36955 -0.0504 0.1192 0.0763
C 4.29978 1.48836 -1.95305 -0.1313 -0.1162 0.1103
C 3.07608 2.08966 -1.69115 0.0295 -0.0880 0.0413
C 2.68148 3.32206 -2.44995 -0.0744 -0.0325 -0.0029
N -0.35572 0.20086 -0.73035 0.6834 -0.1839 0.5007
C -1.50712 -0.49324 -0.33315 -1.3301 -0.1185 -0.0380
C -2.14552 -0.21684 0.89475 0.1199 -0.1022 -0.3170
C -3.28482 -0.89814 1.26125 -0.0301 -0.0539 -0.1115
C -3.82422 -1.86034 0.41685 0.0012 -0.0784 -0.0094
C -3.19822 -2.16254 -0.78185 0.0675 0.0426 0.2650
C -2.03852 -1.50634 -1.18005 0.1368 0.5884 0.0597
C -1.43932 -1.75254 -2.54285 0.2207 0.0266 0.2092
H -3.50342 4.69596 -2.59145 -0.0797 0.0275 -0.0648
H -3.78872 3.14396 -1.81355 -0.0709 -0.0647 -0.0551
H -2.28492 3.42326 -2.69275 -0.0070 -0.0584 -0.0812
H -3.30662 6.33086 -0.90495 -0.1063 0.0981 -0.0897
H -2.26002 7.17816 1.15335 -0.0132 0.1068 0.0312
H -0.73432 5.73416 2.44585 0.0647 0.0501 0.0932
H -0.27752 3.42496 1.67805 0.0239 -0.0326 0.0941
H -2.22532 1.79216 -0.69265 0.2260 -0.1573 0.0712
H 0.92238 3.12446 -0.62085 -0.0323 -0.2050 0.0024
H 4.05388 -1.22444 0.05605 0.0180 -0.0002 0.0115
H 5.58628 -0.18614 -1.60985 0.1053 -0.0925 -0.0264
H 4.98288 1.96206 -2.64065 0.0136 0.0469 -0.1329
H 3.51068 3.65296 -3.06815 0.0015 0.0611 -0.0359
H 2.40188 4.15256 -1.80195 -0.0101 0.0817 0.0517
H 1.83708 3.10506 -3.10545 -0.0696 0.0624 -0.0258
H -1.72372 0.52836 1.55675 0.0318 0.0481 0.0154
H -3.75892 -0.67684 2.20505 -0.0669 0.0214 0.1015
H -4.73392 -2.36614 0.69665 -0.0842 -0.1231 0.0225
H -3.61472 -2.91744 -1.43275 -0.0607 -0.0677 -0.0604
H -1.91402 -2.61394 -3.00675 0.0970 -0.0573 -0.0405
H -0.34602 -1.93054 -2.48955 -0.3487 0.0361 -0.2181
H -1.59752 -0.88244 -3.18245 0.1228 -0.0135 -0.0707
Cl 0.20368 1.10266 6.84165 -0.0472 0.0906 0.2652
C 0.22978 0.13896 5.42085 0.8429 1.6480 -1.3128
C -0.15572 -1.19844 5.49175 -0.0861 -1.4356 -1.4654
C -0.14532 -1.95204 4.33015 -0.2915 0.1569 1.8445
Cl -0.58032 -3.61494 4.38775 -0.3375 0.0901 0.4477
C 0.21568 -1.42554 3.06635 -0.0428 -0.8424 -2.3157
O 0.03458 -2.13794 2.01535 0.6130 1.5621 1.3193
C 0.77258 -0.08014 3.05505 0.1419 -0.1588 -1.4210
C 1.44078 0.47436 1.96555 0.6791 -1.6865 -0.1331
O 1.88448 -0.27184 0.91155 -1.0251 0.8665 2.1047
C 0.68958 0.68766 4.23955 -0.3973 0.0475 1.5938
H -0.44352 -1.64984 6.42715 -0.0691 -0.0203 0.0991
H 1.81878 1.48666 2.01845 -0.0259 0.1557 -0.1733
H 1.05788 1.70086 4.23145 0.0094 0.1720 0.0717
Se 0.76848 -4.62834 1.73255 0.2176 -0.4445 -1.0200
N 1.36158 -3.73524 0.29785 -0.7319 0.3093 -0.6186
C 1.25848 -4.53594 -0.77725 0.2065 -0.2174 0.9833
C 1.62568 -4.16444 -2.08045 0.1655 0.0788 -0.7965
C 1.46818 -5.08624 -3.08405 0.2318 0.8327 0.3894
C 0.95958 -6.37184 -2.81655 -0.3584 -0.7373 0.5266
C 0.59478 -6.76104 -1.55475 0.0116 -0.2348 -0.6559
C 0.74258 -5.84384 -0.49565 0.1359 0.6295 0.5446
N 0.44818 -6.05174 0.78785 0.0840 -0.8768 -0.1406
H 2.05138 -3.17354 -2.24865 -0.0784 -0.2447 -0.0516
H 1.75208 -4.83854 -4.09505 0.0425 0.0599 -0.0899
H 0.87448 -7.07314 -3.63225 -0.0506 -0.0733 -0.0616
H 0.21218 -7.74724 -1.34575 -0.0245 -0.1121 -0.0306
```
Positions in Å, forces in eV/Å.

Summary:
Energy relative to the best compared isomer or geometry (same formula, charge and spin)   3.857 eV
DFT total energy   -5191.77421 Eh
Net charge   +1
Spin multiplicity   2
HOMO-LUMO gap (spin up / spin down)   0.190 / 0.168 Eh
Highest occupied orbital energy (spin up / spin down)   -9.54 / -9.01 eV
E_LUMO (spin up / spin down)   -4.360 / -4.446 eV